[1]
A structure of composition C40H39F6N6O8PtS2 in a non-equilibrium geometry. Source: OMol25; level of theory: the ωB97M-V functional and the def2-TZVPD basis.

Its net charge is -1. Its energy above the lowest of the compared OMol25 structures with the same formula, charge and spin is 1.621 eV. The calculation puts the LUMO energy at 1.53 eV. The orbital gap is 5.500 eV.

Last column: Löwdin charge in e.
Cartesian coordinates (Å):
1 Pt 0.86678 0.53516 0.36057  1.0313
2 C -2.67408 1.05160 -3.69514  -0.0062
3 C -4.04627 0.77048 -3.15747  -0.2194
4 C -5.16453 1.32844 -3.76045  -0.0546
5 C -6.45485 1.01411 -3.35389  -0.0871
6 C -6.64101 0.09817 -2.32911  -0.0958
7 C -5.54510 -0.45828 -1.69911  -0.0221
8 C -4.24694 -0.11468 -2.08499  -0.2103
9 N -3.16547 -0.73588 -1.42533  0.1335
10 C -2.12242 -0.11091 -0.78068  -0.3691
11 N -2.34669 1.20232 -0.47396  0.1532
12 C -1.45191 2.30386 -0.54350  -0.2077
13 C -0.07660 2.18887 -0.30810  -0.2281
14 C 0.72299 3.30479 -0.55897  -0.1161
15 C 0.17860 4.51746 -0.94574  -0.0908
16 C -1.19519 4.63711 -1.06929  -0.0752
17 C -2.02484 3.54261 -0.88713  -0.2326
18 C -3.51322 3.71031 -1.06168  -0.0416
19 N -1.10085 -0.79299 -0.36022  0.0847
20 C -0.85042 -2.03400 -0.97954  -0.2558
21 C -0.66677 -2.08326 -2.36816  -0.0475
22 C -0.38356 -3.26683 -3.01788  -0.0852
23 C -0.29089 -4.44186 -2.28698  -0.0872
24 C -0.50131 -4.41006 -0.91979  -0.0468
25 C -0.77881 -3.22621 -0.24688  -0.2134
26 C -0.93788 -3.23965 1.24585  -0.0324
27 H -2.74350 1.47213 -4.69592  0.0860
28 H -2.09900 0.12933 -3.74728  0.0706
29 H -2.11348 1.75246 -3.07450  0.0803
30 H -5.02132 2.00696 -4.59117  0.1122
31 H -7.30424 1.45853 -3.85320  0.0984
32 H -7.64144 -0.17950 -2.02696  0.0985
33 H -5.67427 -1.17974 -0.90277  0.1112
34 H -3.18325 -1.74233 -1.35758  0.1520
35 H -3.28935 1.47291 -0.71668  0.0990
36 H 1.79700 3.21583 -0.44998  0.0949
37 H 0.81752 5.37145 -1.12622  0.0960
38 H -1.63617 5.59056 -1.33161  0.0986
39 H -3.74019 4.75925 -1.24067  0.0761
40 H -4.05638 3.39965 -0.16590  0.0861
41 H -3.88833 3.13914 -1.91393  0.0617
42 H -0.70306 -1.15791 -2.92469  0.0950
43 H -0.22095 -3.26282 -4.08696  0.1041
44 H -0.05202 -5.37586 -2.77563  0.0972
45 H -0.44008 -5.32970 -0.35231  0.1098
46 H -1.07136 -4.26003 1.60377  0.0799
47 H -1.78740 -2.62912 1.56143  0.0692
48 H -0.01448 -2.85007 1.67890  0.0672
49 O 2.69586 -3.27809 0.06830  0.0473
50 C 2.32596 -2.13441 -0.16205  -0.6124
51 O 1.80771 -1.36847 0.74634  -0.2237
52 C 2.41266 -1.62758 -1.57813  -0.0961
53 C 1.93101 -0.38626 -1.97252  -0.0473
54 C 1.93333 0.02395 -3.28312  0.0293
55 C 2.44028 -0.83368 -4.26316  -0.1606
56 C 2.97079 -2.07309 -3.88542  0.0174
57 C 2.95211 -2.45614 -2.56451  0.0126
58 N 2.39730 -0.44409 -5.62449  -0.3529
59 O 1.82539 0.60288 -5.91992  0.0553
60 O 2.91698 -1.16901 -6.46817  0.0566
61 H 1.54514 0.32812 -1.22445  0.0055
62 H 1.55047 0.99047 -3.57776  0.1247
63 H 3.37579 -2.71230 -4.65639  0.1158
64 H 3.34480 -3.41333 -2.25364  0.1258
65 F 5.64310 1.74511 3.20710  0.1189
66 C 5.41749 1.59923 1.90201  -0.6379
67 F 5.01002 2.82094 1.48081  0.0851
68 F 6.57559 1.36151 1.28368  0.1185
69 S 4.04069 0.35010 1.45419  0.5950
70 O 3.36742 1.11970 0.42639  -0.3577
71 O 3.36431 0.20122 2.71136  -0.2881
72 N 4.76707 -0.91116 0.87907  -0.2702
73 S 5.58673 -1.73040 1.95519  0.5972
74 O 6.40147 -2.73360 1.35529  -0.2763
75 O 6.20435 -0.83708 2.89635  -0.2961
76 C 4.48030 -2.72099 3.16479  -0.6183
77 F 3.25705 -3.11934 2.84126  0.1301
78 F 4.34098 -2.02016 4.30920  0.0920
79 F 5.16953 -3.82584 3.49752  0.1046
80 C -0.95981 -0.62968 5.31605  -0.0108
81 N -0.66287 -1.00750 3.92410  -0.1645
82 C 0.79759 -1.17859 3.75062  -0.0111
83 C -1.25406 -0.04567 2.91547  -0.0988
84 C -0.57235 1.28775 2.97390  -0.2570
85 C -0.94521 2.23306 3.93551  -0.0881
86 C -0.19834 3.37948 4.12211  -0.1042
87 C 0.97522 3.54252 3.39429  -0.0717
88 C 1.30118 2.64556 2.39156  -0.1066
89 C 0.50050 1.53393 2.10582  -0.2218
90 H -0.53272 -1.36240 5.99865  0.1032
91 H -2.03500 -0.55877 5.47731  0.1024
92 H -0.50474 0.33697 5.51844  0.0963
93 H -1.08485 -1.91704 3.72917  0.1588
94 H 1.33930 -0.29837 4.08370  0.1059
95 H 1.05876 -1.31170 2.70055  0.0590
96 H 1.13366 -2.04228 4.31983  0.1095
97 H -2.32725 0.01356 3.11432  0.1325
98 H -1.07043 -0.46756 1.92350  0.0774
99 H -1.84449 2.07283 4.52178  0.1017
100 H -0.50799 4.12645 4.84058  0.0907
101 H 1.61958 4.39173 3.57860  0.1009
102 H 2.19964 2.81575 1.81645  0.0803

***

[2]
A structure of composition C40H40ClN2OP2RuS. Source: OMol25; level of theory: the ωB97M-V functional and the def2-TZVPD basis.

Its net charge is +2. Its energy above the lowest of the compared OMol25 structures with the same formula, charge and spin is 0.804 eV. The calculation puts the LUMO energy (spin up / spin down) at -6.06 / -6.40 eV. The orbital gap (spin up / spin down) is 6.479 / 6.137 eV. Its spin multiplicity is 2.

Last column: Löwdin charge in e.
Cartesian coordinates (Å):
1 Ru -0.24904 1.74105 -0.66276  0.8971
2 C -1.01215 -5.54209 2.52317  -0.4086
3 S -0.23549 -4.17787 3.41598  0.8073
4 C 1.32010 -3.99667 2.48712  -0.4726
5 C 1.44710 -2.65128 1.76780  -0.2420
6 C 0.36773 -2.48077 0.70317  -0.2256
7 N 0.20216 -1.10149 0.20062  -0.3831
8 P -0.74862 0.14436 0.83342  0.8897
9 C -0.37928 0.41902 2.56140  -0.3264
10 C -1.12614 -0.22680 3.54636  -0.0740
11 C -0.71898 -0.15328 4.86980  -0.0432
12 C 0.42218 0.56129 5.20885  -0.0356
13 C 1.16338 1.21331 4.22807  -0.0509
14 C 0.75894 1.14162 2.90761  -0.1075
15 C -2.47581 -0.33050 0.76275  -0.3552
16 C -2.90097 -1.45372 0.06219  -0.0804
17 C -4.25451 -1.74928 -0.01523  -0.0516
18 C -5.18096 -0.91547 0.59492  -0.0518
19 C -4.75943 0.21230 1.29120  -0.0551
20 C -3.40881 0.50325 1.38037  -0.0955
21 P 1.17161 -0.21200 -0.87530  0.9411
22 C 2.90135 -0.44106 -0.44724  -0.3491
23 C 3.64782 -1.49080 -0.98560  -0.0863
24 C 4.93434 -1.72492 -0.52882  -0.0490
25 C 5.47692 -0.92142 0.46685  -0.0411
26 C 4.73735 0.12220 1.00731  -0.0458
27 C 3.45127 0.36083 0.55018  -0.0933
28 C 0.95173 -0.85121 -2.54830  -0.3749
29 C 1.83381 -0.41453 -3.54404  -0.1093
30 C 1.60330 -0.74729 -4.87046  -0.0623
31 C 0.50153 -1.52536 -5.20843  -0.0570
32 C -0.37258 -1.96317 -4.22279  -0.0547
33 C -0.15695 -1.61680 -2.89647  -0.0901
34 H -1.96142 -5.74254 3.01675  0.0356
35 H -0.39777 -6.43851 2.57806  0.0421
36 H -1.20381 -5.28854 1.48045  0.0294
37 H 1.38832 -4.83167 1.78760  0.0843
38 H 2.14430 -4.10667 3.19037  0.0768
39 H 2.44147 -2.57999 1.31995  0.1020
40 H 1.37080 -1.84706 2.50161  0.1021
41 H -0.59443 -2.79024 1.11963  0.0809
42 H 0.57291 -3.11962 -0.15995  0.1281
43 H -2.00866 -0.79782 3.28815  0.1102
44 H -1.28726 -0.66686 5.63341  0.1202
45 H 0.73672 0.61165 6.24315  0.1198
46 H 2.05005 1.77392 4.49569  0.0971
47 H 1.32985 1.63881 2.13649  0.0556
48 H -2.17947 -2.09941 -0.41926  0.0865
49 H -4.58557 -2.63294 -0.54454  0.1155
50 H -6.23556 -1.15203 0.54136  0.1170
51 H -5.48403 0.85314 1.77587  0.1163
52 H -3.07949 1.37206 1.94030  0.1143
53 H 3.22873 -2.12234 -1.76028  0.1133
54 H 5.51495 -2.53536 -0.94840  0.1187
55 H 6.48288 -1.10769 0.81931  0.1196
56 H 5.16413 0.74737 1.78107  0.1166
57 H 2.87125 1.17052 0.96837  0.0567
58 H 2.70102 0.18106 -3.28420  0.1150
59 H 2.29070 -0.41836 -5.63800  0.1173
60 H 0.33168 -1.80013 -6.24143  0.1175
61 H -1.22142 -2.58063 -4.48707  0.1172
62 H -0.84809 -1.94453 -2.13230  0.0871
63 O -1.70964 0.89713 -1.74428  -0.2898
64 N -2.10398 1.43254 -2.92038  -0.1435
65 C -3.39464 1.78213 -3.02699  0.0260
66 C -3.86541 2.28073 -4.22070  0.0043
67 C -2.99420 2.41308 -5.29499  -0.0055
68 C -1.66915 2.03081 -5.14722  0.0037
69 C -1.23809 1.52852 -3.93717  -0.0016
70 H -3.98569 1.63571 -2.13490  0.1519
71 H -4.90620 2.55996 -4.29619  0.1305
72 H -3.34589 2.80721 -6.23837  0.1302
73 H -0.96211 2.10773 -5.96037  0.1296
74 H -0.23317 1.17509 -3.74588  0.1136
75 Cl 3.43403 4.24335 3.36815  0.7491
76 C 2.18941 4.09038 2.18690  -0.6660
77 C 0.85474 4.34373 2.56772  -0.0771
78 C -0.14457 4.21696 1.64703  -0.0178
79 C 0.15850 3.90029 0.29917  -0.3819
80 C -0.86335 3.71060 -0.69503  -0.1752
81 C 1.48763 3.61152 -0.04794  -0.0907
82 C 2.51192 3.72122 0.90600  -0.1178
83 H 0.63887 4.62597 3.58901  0.1252
84 H -1.17299 4.39922 1.93030  0.1303
85 H -0.55139 3.96126 -1.71787  0.0815
86 H -1.87571 4.02528 -0.47229  0.0796
87 H 1.75096 3.46873 -1.09338  0.1167
88 H 3.54445 3.55385 0.63382  0.1188

***

[3]
A structure of composition C40H40ClN5O2PSn. Source: OMol25; level of theory: the ωB97M-V functional and the def2-TZVPD basis.

Its net charge is +3. Its energy above the lowest of the compared OMol25 structures with the same formula, charge and spin is 0.437 eV. The calculation puts the LUMO energy at -8.95 eV. The orbital gap is 6.270 eV.

Last column: natural (NBO) charge in e.
Cartesian coordinates (Å):
1 Sn 1.30279 0.06026 -1.78991  1.3540
2 Cl 4.05927 0.58918 -0.71205  -0.0014
3 C 5.00367 -0.90112 -0.57302  0.1170
4 C 6.31468 -0.76242 -0.16251  -0.2614
5 C 7.09491 -1.90470 -0.06169  -0.1403
6 C 6.56172 -3.15031 -0.36938  -0.1903
7 C 5.24050 -3.25760 -0.77098  -0.1530
8 C 4.42713 -2.12699 -0.88579  -0.4718
9 P 2.69723 -2.30447 -1.40396  0.8492
10 C 2.04569 -3.67922 -0.43503  -0.4172
11 C 2.07134 -4.99840 -0.88275  -0.1373
12 C 1.54495 -6.00812 -0.08613  -0.2067
13 C 0.99376 -5.70670 1.15430  -0.1758
14 C 0.96964 -4.39220 1.60862  -0.1923
15 C 1.48699 -3.38144 0.81133  -0.2261
16 C 2.77489 -2.81198 -3.14038  -0.3269
17 C 3.94437 -2.65272 -3.88252  -0.2163
18 C 3.97129 -2.99947 -5.22819  -0.1754
19 C 2.83182 -3.49188 -5.84342  -0.1625
20 C 1.65728 -3.64855 -5.11276  -0.2032
21 C 1.62274 -3.30467 -3.77061  -0.2332
22 H 6.71758 0.21328 0.07206  0.2508
23 H 8.12462 -1.81645 0.26009  0.2480
24 H 7.17602 -4.03782 -0.29454  0.2472
25 H 4.83113 -4.23452 -1.00263  0.2306
26 H 2.49538 -5.24295 -1.84961  0.2276
27 H 1.57168 -7.03352 -0.43305  0.2443
28 H 0.58734 -6.49930 1.77024  0.2433
29 H 0.55761 -4.15990 2.58329  0.2352
30 H 1.48168 -2.35692 1.17534  0.2148
31 H 4.84202 -2.26973 -3.41415  0.2334
32 H 4.88938 -2.89124 -5.79101  0.2422
33 H 2.85753 -3.75929 -6.89233  0.2432
34 H 0.77462 -4.05305 -5.59204  0.2318
35 H 0.71523 -3.45835 -3.19950  0.2119
36 C -4.37637 7.69940 7.96429  -0.2670
37 O -3.10712 7.29832 7.35412  -0.3966
38 C -3.00969 7.07481 6.08486  0.4964
39 C -4.08324 7.24375 5.16572  -0.3309
40 C -3.87373 6.94407 3.86124  -0.0534
41 C -2.59204 6.48736 3.42151  0.0776
42 C -1.50134 6.37076 4.35343  -0.1529
43 C -1.70763 6.65283 5.65249  -0.2324
44 N -2.50595 6.18047 2.13996  -0.0238
45 N -1.47031 5.95436 1.49998  -0.0703
46 C -0.83053 5.12836 0.77959  0.1740
47 C 0.25606 5.69454 -0.03693  -0.1215
48 C 1.04063 4.92369 -0.78099  -0.2504
49 C 0.85439 3.46533 -0.80989  0.5268
50 O 1.55723 2.73985 -1.47958  -0.5331
51 C -0.25328 2.86147 0.01577  0.1007
52 N -0.35798 1.52753 -0.03063  -0.4500
53 C -1.35788 0.96215 0.64315  0.0833
54 C -2.28206 1.69674 1.38352  -0.2163
55 C -2.14506 3.06578 1.45159  -0.1267
56 C -1.09714 3.66859 0.76115  -0.0341
57 H -4.22245 7.57828 9.02803  0.2413
58 H -5.17486 7.05013 7.61909  0.2025
59 H -4.56869 8.74019 7.72075  0.2180
60 H -5.03991 7.61668 5.49478  0.2622
61 H -4.65864 7.06744 3.12494  0.2565
62 H -0.52275 6.06900 3.99955  0.2406
63 H -0.92341 6.58324 6.39430  0.2658
64 H 0.38323 6.76954 -0.01193  0.2593
65 H 1.82571 5.33492 -1.40100  0.2673
66 H -1.42825 -0.11635 0.58324  0.2123
67 H -3.08621 1.18977 1.90009  0.2541
68 H -2.84959 3.65525 2.02662  0.2383
69 C -2.17883 -3.38199 0.37456  -0.6179
70 C -1.77616 -3.87760 -1.00657  -0.2351
71 N -2.07004 -2.95061 -2.11696  -0.3698
72 C -3.26139 -3.25676 -2.94337  -0.2118
73 C -4.54749 -2.67493 -2.38160  -0.6231
74 C -1.31768 -1.88186 -2.34679  0.5595
75 C -1.62183 -1.01968 -3.54198  -0.6776
76 N -0.26600 -1.55141 -1.61543  -1.0399
77 H -1.91176 -4.13067 1.12072  0.2439
78 H -3.25493 -3.21565 0.43513  0.2272
79 H -1.67131 -2.45552 0.64719  0.1857
80 H -2.31366 -4.79563 -1.23088  0.2347
81 H -0.71297 -4.13091 -1.03385  0.2161
82 H -3.33093 -4.34129 -2.99701  0.2247
83 H -3.08675 -2.90992 -3.95718  0.2168
84 H -4.80704 -3.12921 -1.42427  0.2193
85 H -5.37094 -2.86666 -3.07053  0.2498
86 H -4.46910 -1.59415 -2.24338  0.2039
87 H -1.41482 -1.56632 -4.46405  0.2625
88 H -0.99124 -0.13431 -3.53298  0.2242
89 H -2.66420 -0.70536 -3.56731  0.2560
90 H -0.09056 -2.17460 -0.83161  0.4002

***

no.,energy (eV)
1,-108653.8122
2,-91660.5497
3,-81293.2474